1.
{
  "formula": "C5H6O2",
  "method": "the ωB97M-V functional and the def2-TZVPD basis",
  "energy_ha": -344.451552,
  "e_homo_ev": -9.71,
  "relative_energy_ev": 4.091,
  "homo_lumo_gap_ev": 10.67,
  "charge": 0,
  "elements": ["C", "C", "O", "C", "C", "O", "C", "H", "H", "H", "H", "H", "H"],
  "xyz": [[1.00795, -0.20551, 0.82173], [0.76405, 0.74077, -0.34750], [0.64976, -0.40439, -1.25503], [0.08913, -1.05777, -0.05024], [-1.26677, -0.31269, 0.00051], [-1.54581, 0.52503, 1.05925], [-0.74200, 0.96789, -0.40290], [2.03720, -0.56793, 0.85617], [0.61664, 0.08677, 1.79269], [1.47346, 1.51993, -0.65713], [0.12882, -2.14055, -0.11385], [-2.10586, -0.77863, -0.50075], [-1.10657, 1.62707, -1.20294]],
  "lowdin_charge": [-0.04, -0.23, -0.06, -0.19, -0.35, 0.00, 0.01, 0.12, 0.12, 0.15, 0.15, 0.15, 0.15]
}

2.
{
  "formula": "C23H42Cl2LaN2O6P",
  "method": "the ωB97M-V functional and the def2-TZVPD basis",
  "energy_ha": -2755.889360,
  "e_homo_ev": -6.14,
  "relative_energy_ev": 0.000,
  "homo_lumo_gap_ev": 5.86,
  "charge": 0,
  "elements": ["O", "C", "C", "C", "H", "C", "H", "C", "H", "C", "H", "C", "H", "H", "C", "C", "H", "H", "H", "C", "C", "H", "H", "H", "H", "La", "Cl", "Cl", "C", "O", "N", "C", "C", "H", "H", "H", "H", "H", "H", "H", "H", "H", "C", "C", "N", "H", "C", "O", "H", "H", "H", "H", "C", "C", "O", "P", "O", "C", "C", "O", "C", "C", "H", "H", "H", "H", "H", "H", "H", "H", "H", "H", "H", "H", "H", "H", "H"],
  "xyz": [[-4.35670, 2.69453, -0.75924], [-5.07546, 3.10011, -1.65221], [-6.35203, 2.45011, -2.10614], [-6.79031, 1.26292, -1.49514], [-6.19353, 0.82435, -0.69350], [-7.97554, 0.65800, -1.92211], [-8.30643, -0.26784, -1.44539], [-8.73091, 1.23744, -2.95734], [-9.65551, 0.76263, -3.29018], [-8.29601, 2.43044, -3.56518], [-8.88018, 2.88742, -4.37212], [-7.10969, 3.03161, -3.13374], [-6.74429, 3.96006, -3.58500], [-4.84331, 4.03909, -2.20943], [-0.19084, -0.21660, -3.86768], [0.98613, -0.29971, -2.97877], [0.08114, -0.48332, -4.92325], [-0.65462, 0.80774, -3.84444], [-0.99587, -0.91989, -3.51440], [2.28923, -0.36662, -3.12014], [2.97001, -0.50356, -4.45801], [2.99845, -0.33868, -2.26191], [2.17892, -0.58943, -5.21617], [3.59251, -1.41030, -4.45956], [3.57339, 0.39698, -4.63564], [0.05872, -0.04468, -0.90227], [-1.22982, -2.54226, -0.90752], [-1.77883, 1.85394, -1.29457], [2.31991, -2.36229, -0.70264], [2.15243, -1.24751, -0.11213], [3.40836, -3.09113, -0.54631], [4.41327, -2.58374, 0.37309], [3.64173, -4.33591, -1.27561], [1.55428, -2.68787, -1.40919], [4.07850, -1.62445, 0.77685], [5.35944, -2.44060, -0.15236], [4.54427, -3.29360, 1.19305], [2.76236, -4.48612, -1.91882], [3.73516, -5.15349, -0.54266], [4.55915, -4.23944, -1.88118], [4.21055, 3.76641, 0.51527], [2.26268, 5.07670, 1.81767], [3.48991, 3.66548, -0.29889], [1.63960, 4.88928, 0.92539], [2.13926, 3.69163, 0.24069], [3.64672, 2.71150, -0.80857], [1.39512, 2.62908, 0.03950], [1.85483, 1.56705, -0.49928], [0.60073, 4.66707, 1.21051], [0.35506, 2.63884, 0.37435], [3.61143, 4.48899, -1.00323], [1.68676, 5.73847, 0.22396], [-2.37385, -3.36657, 3.30786], [-2.11771, -1.86909, 3.34563], [-1.51877, -1.46850, 2.11295], [-0.18547, -0.47554, 1.91806], [0.96096, -1.57051, 2.33742], [1.18411, -2.13727, 3.62087], [2.58938, -2.70167, 3.61505], [0.76628, 0.83225, 2.50042], [2.23242, 0.82320, 2.56183], [2.59430, 1.20950, 3.97057], [-3.02115, -3.61992, 2.44744], [-2.87849, -3.64101, 4.25067], [-1.42904, -3.94407, 3.22652], [-3.05253, -1.29512, 3.40163], [-1.43902, -1.61005, 4.18003], [0.44280, -2.92754, 3.79583], [1.08095, -1.33832, 4.37894], [3.32959, -1.93140, 3.33215], [2.79864, -3.04412, 4.64069], [2.68353, -3.56963, 2.93536], [2.60139, -0.18265, 2.33885], [2.70635, 1.49252, 1.83369], [2.05526, 0.57941, 4.70326], [3.68273, 1.09339, 4.12380], [2.31722, 2.26392, 4.15205]],
  "lowdin_charge": [-0.07, -0.23, -0.19, -0.02, 0.12, -0.08, 0.10, -0.08, 0.10, -0.08, 0.10, -0.05, 0.11, 0.12, -0.20, -0.52, 0.07, 0.06, 0.05, -0.28, -0.11, 0.08, 0.06, 0.06, 0.07, 1.33, -0.28, -0.14, -0.31, -0.22, -0.16, -0.02, -0.02, 0.09, 0.08, 0.10, 0.09, 0.10, 0.09, 0.10, 0.09, 0.10, -0.02, -0.01, -0.17, 0.09, -0.33, -0.22, 0.10, 0.09, 0.10, 0.10, -0.08, -0.31, -0.36, 0.89, -0.36, -0.29, -0.06, -0.35, -0.29, -0.08, 0.09, 0.08, 0.08, 0.12, 0.10, 0.10, 0.11, 0.07, 0.08, 0.09, 0.08, 0.10, 0.07, 0.09, 0.08]
}

3.
{
  "formula": "C11H34FeN4O10",
  "method": "the ωB97M-V functional and the def2-TZVPD basis",
  "energy_ha": -2674.532347,
  "spin_multiplicity": 5,
  "e_homo_ev": [-8.75, -8.61],
  "homo_lumo_gap_ev": [7.68, 7.46],
  "charge": 0,
  "elements": ["Fe", "C", "C", "O", "H", "H", "H", "H", "H", "C", "O", "H", "H", "H", "C", "C", "O", "O", "H", "H", "H", "H", "H", "H", "C", "C", "O", "O", "H", "H", "H", "H", "H", "H", "C", "C", "O", "O", "H", "H", "H", "H", "H", "H", "C", "O", "N", "N", "H", "H", "H", "H", "C", "O", "N", "N", "H", "H", "H", "H"],
  "xyz": [[24.31997, 1.65277, -2.65331], [20.51648, 2.14789, -3.77523], [21.67492, 3.18983, -4.13475], [22.94692, 2.82345, -3.70319], [20.25361, 1.95922, -2.73436], [20.77762, 1.19170, -4.22866], [19.57112, 2.39869, -4.25639], [21.34273, 4.13341, -3.70185], [21.65935, 3.53482, -5.16860], [21.94820, -0.04568, -1.21042], [23.27498, 0.04234, -1.72036], [21.33345, 0.07773, -2.10202], [21.78028, -1.05038, -0.82249], [21.62796, 0.71849, -0.50219], [24.20602, -3.06528, -0.29716], [24.69300, -4.53994, -0.10969], [26.00747, -4.58390, 0.49272], [24.85130, -2.31760, -1.37304], [24.35181, -2.54725, 0.65073], [23.13186, -3.07782, -0.48189], [24.63746, -5.06560, -1.06294], [24.13606, -5.01981, 0.69508], [25.99203, -4.17115, 1.35932], [24.25252, -1.56794, -1.40562], [19.37288, -0.31947, 1.40338], [17.98385, 0.37219, 1.20158], [17.03432, -0.57744, 1.26287], [19.50519, -0.90064, 2.68169], [20.17964, 0.41215, 1.35907], [19.55810, -1.03737, 0.60437], [18.10420, 0.84661, 0.22765], [17.82335, 1.23039, 1.85413], [17.27835, -1.31653, 0.70091], [18.92696, -1.66443, 2.74391], [18.37783, -1.04384, -2.56554], [18.68791, -2.32451, -1.73814], [18.04910, -2.37867, -0.53369], [17.04240, -1.10211, -3.14131], [19.10437, -1.05654, -3.37799], [18.53161, -0.18734, -1.90915], [19.75572, -2.52376, -1.64770], [18.36358, -3.13005, -2.39693], [17.26875, -2.91993, -0.67402], [16.72798, -0.20262, -3.25817], [25.37010, -0.81230, -4.63967], [24.86823, 0.08560, -4.05328], [25.94086, -0.68447, -5.86183], [25.40973, -2.07321, -4.29702], [26.22034, 0.22939, -6.18869], [26.41890, -1.39995, -6.39068], [25.70250, -2.66232, -5.06340], [24.96033, -2.45729, -3.47811], [21.66521, -2.60475, -4.57256], [21.13471, -3.11887, -5.52598], [21.72337, -1.30790, -4.46118], [22.32677, -3.20946, -3.65461], [21.25912, -0.74105, -5.15635], [21.89304, -0.89160, -3.55675], [22.68185, -2.58825, -2.94178], [22.54972, -4.19228, -3.72140]],
  "lowdin_charge": [1.06, -0.08, -0.39, -0.38, 0.05, 0.03, 0.06, 0.08, 0.09, -0.23, -0.44, 0.03, 0.06, 0.07, -0.20, -0.20, -0.09, -0.10, 0.12, 0.10, 0.12, 0.11, 0.08, 0.00, -0.24, -0.28, -0.04, -0.05, 0.11, 0.09, 0.10, 0.12, 0.05, 0.08, -0.19, -0.25, -0.06, -0.06, 0.10, 0.10, 0.11, 0.13, 0.12, 0.08, -0.71, 0.02, 0.16, 0.21, 0.11, 0.11, 0.12, 0.08, -0.82, 0.04, 0.18, 0.19, 0.12, 0.06, 0.08, 0.13]
}

4.
{
  "formula": "C20H34FO13S2",
  "method": "the ωB97M-V functional and the def2-TZVPD basis",
  "energy_ha": -2656.574409,
  "e_homo_ev": -6.35,
  "relative_energy_ev": 3.420,
  "homo_lumo_gap_ev": 8.52,
  "charge": -1,
  "elements": ["F", "C", "C", "C", "O", "C", "O", "O", "H", "H", "H", "H", "H", "H", "C", "C", "C", "O", "C", "O", "O", "H", "H", "H", "H", "H", "H", "C", "C", "C", "O", "C", "O", "O", "H", "H", "H", "H", "H", "H", "C", "C", "C", "S", "O", "O", "C", "H", "H", "H", "H", "H", "H", "H", "H", "C", "C", "C", "S", "O", "O", "C", "H", "H", "H", "H", "H", "H", "H", "H"],
  "xyz": [[0.37744, 0.32187, -0.89909], [0.07844, 0.72087, -4.72909], [-1.15856, 0.80787, -3.94409], [-1.24756, 2.13387, -3.02309], [-2.15656, 3.02987, -3.48509], [-2.85656, 2.45887, -4.49409], [-3.70156, 2.92287, -5.19409], [-2.30956, 1.17687, -4.77309], [0.82344, 0.21687, -3.85309], [0.35444, 1.78287, -5.21109], [-0.04956, -0.02413, -5.34409], [-1.42856, -0.15413, -3.14609], [-0.34256, 2.52387, -2.77109], [-1.60756, 1.86687, -1.98309], [-0.20456, 4.90087, -0.10709], [-0.15156, 3.57687, 0.66891], [1.38544, 3.19387, 0.86491], [1.53444, 3.23387, 2.21591], [0.40044, 3.47187, 2.89691], [0.25644, 3.70687, 4.06991], [-0.61456, 3.72187, 1.98591], [-1.30956, 5.16887, -0.35709], [0.48044, 4.95587, -1.01509], [0.36044, 5.76987, 0.15391], [-0.80256, 2.80187, -0.01709], [2.09344, 3.79687, 0.28991], [1.26444, 2.13387, 0.75891], [-0.62356, -4.29613, 0.02191], [-1.77256, -3.30713, -0.26109], [-1.59156, -2.31613, -1.48509], [-2.53756, -2.77913, -2.33909], [-3.22556, -3.78413, -1.95309], [-4.13756, -4.19513, -2.52109], [-2.75556, -4.10013, -0.81109], [0.26144, -3.97213, 0.40791], [-0.03056, -4.75513, -0.89309], [-0.88856, -4.97713, 0.63791], [-1.97156, -2.92413, 0.56591], [-0.55556, -2.38513, -1.81209], [-2.13956, -1.27013, -1.09309], [3.61544, -0.45213, 0.30691], [2.68144, -1.61913, 0.40791], [3.32144, -2.91913, -0.22409], [5.03444, -2.56513, -0.07109], [5.60744, -2.37813, -1.35209], [5.54344, -3.62413, 0.68591], [5.04044, -1.05313, 0.78991], [3.27944, 0.32287, 0.78991], [3.85244, -0.16713, -0.80009], [1.78144, -1.39613, -0.18509], [2.10744, -1.76013, 1.39791], [3.16844, -2.94213, -1.22809], [3.03044, -3.65513, 0.31591], [5.96244, -0.62013, 0.35491], [5.13644, -0.99913, 1.88191], [-0.58356, -0.42713, 3.63391], [-1.81456, -0.74613, 4.44391], [-2.96256, 0.30587, 3.94291], [-2.57456, 0.63087, 2.26791], [-2.71456, 2.08087, 2.09891], [-3.35056, -0.16513, 1.37291], [-0.90456, 0.18387, 2.29791], [0.07244, -1.19013, 3.21291], [0.13244, 0.42787, 4.03291], [-1.73256, -0.75013, 5.59391], [-2.17356, -1.63413, 3.97491], [-2.96856, 1.08687, 4.53091], [-3.94656, -0.07313, 4.02391], [-0.40156, 1.22887, 2.08091], [-0.73956, -0.28813, 1.39691]],
  "lowdin_charge": [-0.62, -0.05, -0.30, -0.17, 0.07, -0.50, 0.14, 0.01, 0.16, 0.15, 0.00, 0.19, 0.08, 0.12, -0.06, -0.31, -0.12, 0.05, -0.53, 0.14, 0.03, 0.12, 0.09, 0.05, 0.18, 0.14, 0.09, 0.01, -0.24, -0.09, 0.08, -0.72, 0.21, 0.12, 0.03, 0.15, 0.01, 0.06, 0.13, 0.19, -0.18, -0.22, -0.18, 0.57, -0.29, -0.31, -0.21, 0.03, 0.16, 0.07, 0.13, 0.08, 0.03, 0.10, 0.11, -0.23, -0.14, -0.19, 0.65, -0.32, -0.30, -0.26, 0.10, 0.16, 0.14, 0.09, 0.04, 0.09, 0.13, 0.05]
}

5.
{
  "formula": "C20H14N5O11S2",
  "method": "the ωB97M-V functional and the def2-TZVPD basis",
  "energy_ha": -2667.868568,
  "e_homo_ev": -2.83,
  "homo_lumo_gap_ev": 2.89,
  "charge": -1,
  "elements": ["C", "O", "C", "S", "C", "C", "C", "C", "C", "C", "O", "O", "S", "C", "C", "C", "C", "C", "C", "O", "O", "H", "H", "H", "H", "H", "H", "H", "H", "H", "H", "H", "H", "H", "O", "N", "C", "C", "N", "O", "C", "N", "O", "O", "C", "C", "N", "O", "O", "N", "C", "H"],
  "xyz": [[-0.96305, 3.11589, 0.76701], [-0.97786, 1.63195, 0.47667], [-0.26291, 0.68319, 1.02431], [-0.70876, -1.01429, 0.59371], [-2.44763, -0.95329, 1.01885], [-2.81696, -1.22441, 2.33632], [-4.13948, -0.99956, 2.72436], [-5.07204, -0.50524, 1.80431], [-4.67608, -0.23282, 0.48986], [-3.35714, -0.44960, 0.08966], [-0.60908, -1.19302, -0.83808], [-0.08762, -1.95163, 1.50353], [0.89018, 0.90139, 2.34542], [2.23796, -0.07426, 1.70690], [2.63109, -1.23156, 2.37439], [3.65934, -2.00142, 1.83193], [4.28322, -1.60792, 0.64330], [3.86436, -0.44562, -0.01792], [2.83823, 0.33355, 0.51540], [1.37994, 2.26426, 2.42185], [0.40114, 0.21487, 3.52341], [-0.98773, 3.56731, -0.22472], [-1.88183, 3.32377, 1.31776], [-0.07253, 3.39841, 1.32888], [-2.06360, -1.57668, 3.04246], [-4.42661, -1.20020, 3.75587], [-6.10135, -0.31810, 2.11613], [-5.38664, 0.17088, -0.23168], [-3.02522, -0.22835, -0.92409], [2.12352, -1.51649, 3.29632], [3.95350, -2.91201, 2.35331], [5.09591, -2.20566, 0.22806], [4.33170, -0.12817, -0.95139], [2.48345, 1.23888, 0.01891], [4.67589, 2.87183, 9.48516], [3.75779, 3.13906, 8.73092], [2.85509, 2.43134, 7.96046], [2.03809, 3.36298, 7.29045], [2.38898, 4.64186, 7.61954], [3.43449, 4.49568, 8.48868], [0.98139, 2.87712, 6.40597], [0.04917, 3.76242, 5.72831], [0.20719, 4.99683, 5.74530], [-0.91710, 3.21459, 5.14607], [0.82035, 1.48926, 6.22087], [1.66850, 0.61605, 6.91476], [1.69704, -0.78559, 6.97157], [1.03818, -1.64686, 6.41643], [2.69467, -1.13909, 7.89641], [3.32254, -0.02332, 8.40723], [2.69038, 1.02928, 7.80156], [0.06282, 1.07424, 5.56995]],
  "lowdin_charge": [0.01, -0.21, -0.54, 0.68, -0.28, -0.06, -0.09, -0.11, -0.10, -0.07, -0.33, -0.33, 0.67, -0.30, -0.07, -0.09, -0.10, -0.09, -0.06, -0.34, -0.35, 0.08, 0.08, 0.06, 0.11, 0.10, 0.09, 0.10, 0.11, 0.11, 0.10, 0.09, 0.10, 0.12, 0.08, -0.16, -0.05, -0.13, 0.15, 0.03, -0.04, -0.31, 0.07, 0.06, 0.13, -0.08, -0.15, 0.11, 0.04, 0.15, -0.13, 0.11]
}

6.
{
  "formula": "C7H14N2",
  "method": "the ωB97M-V functional and the def2-TZVPD basis",
  "energy_ha": -384.498844,
  "e_homo_ev": -9.36,
  "relative_energy_ev": 3.620,
  "homo_lumo_gap_ev": 10.27,
  "smiles": "[H]/N=C/C(C)(C)N.C=C=C",
  "charge": 0,
  "elements": ["C", "C", "C", "N", "C", "N", "H", "H", "H", "H", "H", "H", "H", "H", "C", "C", "C", "H", "H", "H", "H", "H", "H"],
  "xyz": [[-0.00843, -0.09122, 1.36018], [-0.31803, -1.25236, 2.31588], [-0.72011, 1.19157, 1.81509], [1.42599, 0.20724, 1.24445], [-0.50794, -0.40895, -0.02612], [-1.25563, -1.28140, -0.45735], [1.78889, 0.50838, 2.14272], [1.93935, -0.62407, 0.96973], [0.18372, -2.16135, 1.98353], [-0.50984, 2.00761, 1.12524], [-1.79612, 1.03491, 1.86887], [-1.38843, -1.45057, 2.34788], [0.03163, -1.00704, 3.32078], [-0.36380, 1.47756, 2.80643], [-0.63274, -0.46148, -3.02041], [0.29259, 0.39838, -2.53170], [1.34537, 1.17266, -2.59585], [0.04611, 0.22996, -0.89720], [-1.58057, -0.06557, -3.36673], [-1.20631, -1.16450, -1.63364], [-0.30566, -1.35605, -3.53901], [1.65720, 1.62824, -3.52922], [1.88278, 1.46806, -1.70357]],
  "lowdin_charge": [-0.62, -0.05, -0.04, 0.06, -0.25, 0.12, 0.08, 0.08, 0.08, 0.08, 0.09, 0.08, 0.08, 0.08, -0.09, -0.21, 0.01, 0.09, 0.08, 0.06, 0.08, 0.06, 0.05]
}

7.
{
  "formula": "C5H10O",
  "method": "the ωB97M-V functional and the def2-TZVPD basis",
  "energy_ha": -271.658670,
  "e_homo_ev": -9.38,
  "relative_energy_ev": 2.556,
  "homo_lumo_gap_ev": 10.33,
  "smiles": "CCC1=CC1.O",
  "charge": 0,
  "elements": ["C", "C", "C", "O", "C", "C", "H", "H", "H", "H", "H", "H", "H", "H", "H", "H"],
  "xyz": [[-1.30853, -1.47257, -0.34734], [0.07951, -0.96672, -0.72822], [0.69317, -0.06237, 0.27213], [-1.48514, 1.92699, -0.38162], [0.77719, 0.43694, 1.46636], [1.90690, 0.78156, 0.54024], [-1.64425, -2.23445, -1.05809], [-2.02662, -0.64754, -0.35596], [-1.29886, -1.92048, 0.65140], [0.04954, -0.47249, -1.70726], [0.78076, -1.80470, -0.83965], [-0.88370, 2.18196, -1.09156], [-0.89839, 1.64865, 0.33737], [0.39583, 0.52235, 2.47174], [1.98191, 1.78805, 0.11663], [2.88070, 0.29484, 0.65382]],
  "lowdin_charge": [-0.10, -0.21, -0.26, -0.06, -0.02, -0.11, 0.07, 0.06, 0.08, 0.12, 0.12, 0.04, 0.01, 0.10, 0.08, 0.08]
}